This record from OMol25 describes C43H38Cl5N6O5PTa as an isolated structure. The level of theory is ωB97M-V with the def2-TZVPD basis set.

```
99
Properties=species:S:1:pos:R:3:mulliken_charge:R:1
Ta -0.17176 -0.00083 0.20116 0.50
O -4.22031 -0.07939 -0.29646 -0.68
C -3.18288 0.06935 -0.88505 -0.24
O -2.04501 0.29408 -0.24013 -0.33
C -3.07714 0.04244 -2.38332 0.46
C -4.30457 0.02174 -3.04919 -1.17
C -4.36905 -0.00518 -4.42908 -0.65
C -3.19408 -0.01797 -5.16573 -0.77
C -1.97484 -0.00008 -4.51327 -0.66
C -1.89058 0.03439 -3.11992 0.68
P -0.17935 0.02804 -2.46073 1.39
C 0.46929 -1.57550 -3.03669 0.93
C -0.44491 -2.59597 -3.29392 -0.69
C -0.00914 -3.87444 -3.60264 -0.98
C 1.34608 -4.15187 -3.66508 -0.69
C 2.26291 -3.14732 -3.39742 -1.03
C 1.83072 -1.87115 -3.07262 -0.09
C 0.52595 1.39528 -3.42400 0.72
C 1.60353 1.26881 -4.29211 0.12
C 2.08251 2.37851 -4.97387 -0.78
C 1.49539 3.62066 -4.78829 -0.59
C 0.41139 3.74971 -3.93182 -0.95
C -0.07375 2.64121 -3.25899 -0.81
H -5.20297 0.02559 -2.44916 0.53
H -5.32680 -0.01697 -4.93004 0.44
H -3.22380 -0.04155 -6.24625 0.48
H -1.06708 -0.01537 -5.10388 0.45
H -1.50846 -2.40289 -3.25194 0.31
H -0.73474 -4.65391 -3.78969 0.42
H 1.68677 -5.14771 -3.91326 0.41
H 3.32390 -3.35667 -3.43149 0.47
H 2.56096 -1.11972 -2.80938 0.18
H 2.06265 0.30657 -4.46784 0.43
H 2.91131 2.26657 -5.66001 0.51
H 1.87089 4.48454 -5.31940 0.42
H -0.06504 4.71035 -3.79520 0.47
H -0.94401 2.75233 -2.62096 0.43
Cl 3.09812 5.67792 3.43048 -0.18
C 2.57881 4.15248 2.84029 0.34
C 1.61811 4.08769 1.82931 0.18
Cl 0.91045 5.51123 1.19158 -0.17
C 1.23673 2.84379 1.34980 0.96
Cl -0.03109 2.70004 0.14661 -0.24
C 1.79388 1.64658 1.80964 -1.05
O 1.47057 0.48514 1.31468 -0.36
C 2.71490 1.73463 2.86649 0.24
Cl 3.32424 0.25885 3.51070 -0.17
C 3.10876 2.97045 3.36660 0.35
Cl 4.25774 3.04166 4.63888 -0.15
C -2.36109 -3.29150 -0.00484 -1.12
C -1.00060 -3.91419 -0.05092 0.92
C -0.84610 -5.29082 -0.15519 -0.88
C 0.41799 -5.85996 -0.21298 -1.04
C 1.54704 -5.05947 -0.14736 -0.77
C 1.44374 -3.67661 -0.03336 0.51
C 2.67851 -2.83390 0.07589 -0.49
C 0.15602 -3.11895 -0.00478 0.66
N 0.01079 -1.75041 0.08550 1.43
H -3.11190 -4.02211 0.29192 0.58
H -2.65006 -2.90698 -0.98766 0.08
H -2.40539 -2.45233 0.68871 0.05
H -1.72708 -5.91855 -0.19273 0.47
H 0.52281 -6.93268 -0.30547 0.40
H 2.53238 -5.50928 -0.18981 0.47
H 3.46016 -3.21495 -0.58392 0.58
H 3.06708 -2.85160 1.09825 0.59
H 2.48532 -1.79261 -0.17777 -0.90
C -1.20299 1.99470 4.29997 -0.87
N -0.82645 0.58195 4.32156 0.24
C -0.52471 -0.05461 5.48544 -0.16
C -0.16715 -1.35728 5.50759 -1.19
C -0.14446 -2.02678 4.24639 0.93
N -0.41818 -1.39160 3.11547 0.12
C -0.72715 -0.10411 3.13785 0.03
O -0.94425 0.56237 2.07700 -0.84
N 0.16568 -3.32224 4.14909 -0.33
H -1.46855 2.29139 5.31064 0.42
H -2.05276 2.13002 3.63592 0.28
H -0.36934 2.60008 3.94090 0.21
H -0.58649 0.55071 6.37824 0.41
H 0.08383 -1.84881 6.43344 0.43
H 0.30084 -3.89431 4.96253 0.22
H 0.11343 -3.76022 3.24111 0.16
N 2.40178 0.64878 -1.15734 -0.06
C 3.55665 0.62063 -1.08226 -0.17
N 4.85589 0.59892 -0.98275 0.01
C 5.51051 -0.07680 0.14241 -0.05
C 6.16424 0.97327 1.02884 -0.56
O 7.03148 1.79494 0.27370 -0.42
C 6.32559 2.51317 -0.71681 -0.49
C 5.68746 1.55902 -1.71556 -0.58
H 6.26542 -0.75555 -0.26255 0.28
H 4.76743 -0.65807 0.68953 0.01
H 6.76401 0.49960 1.80574 0.39
H 5.39259 1.58966 1.50892 0.28
H 7.04145 3.16726 -1.21340 0.39
H 5.55145 3.13441 -0.24232 0.23
H 6.46198 1.00096 -2.24795 0.33
H 5.06898 2.08300 -2.44257 0.37
```

The gap between HOMO and LUMO comes out at 8.2 eV. The value obtained for the lowest unoccupied orbital energy is -2.07 eV. Its net charge is +1. Its total energy is -5065.4909 hartree. The calculation puts the energy relative to the best compared isomer or geometry (same formula, charge and spin) at 19.5 kcal per mole.

This record from OMol25 describes C43H38F3N7O5PtS as an isolated structure. The level of theory is ωB97M-V with the def2-TZVPD basis set.

```
98
Properties=species:S:1:pos:R:3:mulliken_charge:R:1
Pt 0.37126 -1.80136 1.31257 2.19
C -3.37109 3.38395 -0.76686 -1.82
C -3.01846 2.20689 0.12111 1.43
C -4.11462 1.93577 1.14923 -1.66
O -2.81858 1.02605 -0.66117 -0.38
C -1.62125 0.36613 -0.31672 1.85
C -1.21789 1.19121 0.98112 -1.52
O -1.77505 2.46066 0.72844 -0.39
C 0.12750 1.31568 1.74461 2.01
O 0.78773 0.10256 1.80385 -0.88
C -0.26868 1.75733 3.19358 0.18
C -0.76121 3.03269 3.45332 -0.23
C -1.02522 3.42290 4.75701 -1.04
C -0.78956 2.55462 5.81274 -0.58
C -0.32026 1.27718 5.55462 -0.96
C -0.06351 0.87923 4.24994 -0.09
C 1.18118 2.36660 1.34673 0.57
C 1.07865 3.50752 0.62690 0.51
C 2.15573 4.44113 0.34707 -0.60
C 3.48750 4.36983 0.50089 -1.48
C 4.38716 3.27959 1.04729 0.26
C 2.46037 2.15432 2.13997 -0.59
C -0.70818 0.07321 -1.60106 1.84
O 0.58213 -0.33818 -1.06871 -0.30
C -1.19349 -1.22396 -2.30406 -0.24
C -1.45984 -2.36849 -1.55905 0.30
C -1.85419 -3.55338 -2.16076 -0.50
C -1.93959 -3.64047 -3.54004 -1.06
C -1.59744 -2.53433 -4.30239 -1.17
C -1.23137 -1.34253 -3.69376 -0.10
C -0.80839 1.22480 -2.63645 0.57
C 0.20407 2.02443 -3.16948 -0.41
C -0.07260 3.03791 -4.08320 -0.97
C -1.36172 3.26655 -4.52052 -0.71
C -2.37062 2.43040 -4.06728 -0.75
C -2.09707 1.42511 -3.15883 -0.37
H -4.22930 3.13330 -1.38796 0.39
H -2.52348 3.62256 -1.40688 0.33
H -3.60532 4.24832 -0.14646 0.46
H -5.05260 1.75143 0.62800 0.45
H -4.21855 2.79438 1.81215 0.35
H -3.88457 1.05508 1.74867 0.30
H -1.88934 -0.62456 0.04731 -1.70
H -1.82876 0.67873 1.73884 0.73
H -0.94373 3.71856 2.63854 0.34
H -1.39447 4.42162 4.95393 0.43
H -0.96516 2.87293 6.83230 0.40
H -0.13312 0.58809 6.36846 0.44
H 0.29429 -0.12009 4.04519 0.33
H 0.12920 3.72871 0.15263 0.44
H 1.80301 5.35444 -0.12157 0.41
H 4.07088 5.22604 0.17685 0.39
H 4.79754 3.65824 1.99537 0.34
H 2.35614 1.28807 2.78782 0.90
H -1.35452 -2.35398 -0.48341 -1.17
H -2.10330 -4.40940 -1.54343 0.65
H -2.27523 -4.55310 -4.01562 0.47
H -1.61478 -2.59440 -5.38319 0.44
H -0.97793 -0.50212 -4.32172 0.48
H 1.24119 1.88130 -2.93460 0.69
H 0.74908 3.63619 -4.45575 0.48
H -1.57651 4.06043 -5.22403 0.40
H -3.38458 2.55315 -4.42687 0.46
H -2.89976 0.77098 -2.85919 0.38
F 5.48354 3.11775 0.20484 -0.38
C 3.67166 2.00072 1.26875 -0.38
F 3.18251 1.99994 -1.46718 -0.56
F 2.64456 3.24864 2.99768 -0.57
C 3.96771 0.71227 0.68600 0.31
C 5.19766 0.06573 0.82876 -0.87
C 5.29631 -1.28433 0.53020 -1.16
C 4.16638 -1.97480 0.13267 -0.42
N 3.02683 -1.35185 -0.17973 0.18
C 2.97791 -0.04301 -0.00863 0.15
S 1.80989 0.87376 -0.97910 0.66
H 6.04167 0.60890 1.23173 0.53
H 6.23414 -1.80926 0.64808 0.42
H 4.17576 -3.04852 -0.01215 0.44
N -5.13690 -2.57307 -0.83820 -0.67
C -4.48647 -2.52627 0.11981 0.71
N -3.81836 -2.50124 1.23771 -0.88
C -2.62593 -2.41608 1.59551 1.30
N -1.54502 -2.34472 2.07225 -1.00
C 0.91712 -6.53001 -1.60734 -1.10
N 0.80194 -5.69085 -0.43792 0.16
C 0.41679 -6.18795 0.86836 -0.42
C 0.46040 -4.91420 1.72245 0.27
O 0.26491 -4.83884 2.90205 -0.62
N 0.78335 -3.87280 0.86555 -0.31
C 0.97434 -4.36424 -0.36554 0.48
N 1.35138 -3.59669 -1.37979 0.04
H 1.22249 -7.52626 -1.29317 0.36
H 1.67938 -6.14047 -2.28227 0.37
H -0.03035 -6.60911 -2.14612 0.31
H 1.12251 -6.92988 1.24593 0.36
H -0.58560 -6.62188 0.86783 0.32
H 1.51911 -2.61157 -1.17551 -0.22
H 1.28864 -3.91625 -2.32958 0.28
```

The gap between HOMO and LUMO (spin up / spin down) comes out at 7.6 / 6.0 eV. The spin multiplicity is 5. The value obtained for the lowest unoccupied orbital energy (spin up / spin down) is -0.05 / -2.36 eV. The expectation value of S² is 6.022. Its total energy is -3237.7014 hartree. The calculation puts the energy relative to the best compared isomer or geometry (same formula, charge and spin) at 89.4 kcal per mole.